No. 1
The following is a quantum chemistry calculation of 5 unconnected molecules or ions with the total composition C45H73F12NO11SSi in a non-equilibrium geometry, from the Open Molecules 2025 dataset.

highest occupied orbital energy: -0.3233 Ha
SMILES: CCOC(=O)CCC[C@H](N)[C@@](C)(CCCCCCCC[Si](C)(C)c1ccccc1)OCCCCS.CCOC(=O)C(F)(F)F.CCOC(=O)C(F)(F)F.CCOC(=O)C(F)(F)F.CCOC(=O)C(F)(F)F

XYZ file:
```
144
Properties=species:S:1:pos:R:3:mulliken_charge:R:1
C -0.627 -5.201 1.528 -0.6065
C 0.816 -4.860 2.210 0.7408
O 0.551 -4.139 3.447 -0.4138
C 0.546 -2.731 3.246 0.5008
O -0.018 -2.139 2.299 -0.4803
C 1.287 -1.853 4.355 -0.3923
C 2.734 -2.394 4.785 -0.7827
C 3.907 -1.558 4.022 -0.4157
C 4.016 -1.975 2.443 0.3114
N 4.133 -3.460 2.455 -0.2693
C 5.167 -1.195 1.643 1.5080
C 6.545 -1.421 2.459 -1.3650
C 5.432 -1.961 0.219 -1.2226
C 4.114 -2.403 -0.560 -0.7973
C 3.052 -1.243 -0.861 0.8218
C 1.872 -1.792 -1.811 -1.2297
C 0.528 -2.149 -0.974 1.0521
C -0.707 -2.423 -1.979 -0.9198
C -2.033 -1.580 -1.550 -0.8059
C -2.687 -2.166 -0.174 0.6346
Si -4.586 -1.947 -0.097 -0.1374
C -5.377 -3.729 -0.122 -0.7934
C -5.307 -0.966 -1.577 -1.0631
C -5.238 -1.120 1.506 0.8243
C -5.956 0.264 1.529 -0.3633
C -6.485 0.818 2.882 -0.3615
C -6.316 0.012 4.191 -0.4946
C -5.587 -1.352 4.163 -0.4940
C -5.041 -1.940 2.838 -0.3656
O 4.884 0.159 1.263 0.0426
C 4.851 1.121 2.322 -0.6645
C 3.331 1.704 2.385 -0.2434
C 2.830 2.300 0.979 -0.2174
C 3.818 3.379 0.319 -0.0362
S 3.270 3.606 -1.473 -0.2642
H -1.421 -5.283 2.346 0.2950
H -0.869 -4.300 0.872 -0.1541
H -0.545 -6.127 0.864 0.3629
H 1.327 -4.144 1.467 -0.7283
H 1.433 -5.805 2.369 0.3493
H 1.321 -0.741 4.045 0.0814
H 0.609 -1.870 5.292 0.4896
H 2.861 -2.129 5.901 0.3738
H 2.871 -3.520 4.708 0.2806
H 4.876 -1.860 4.574 0.3002
H 3.636 -0.461 4.175 0.0013
H 2.971 -1.730 2.011 -0.5402
H 3.374 -3.934 1.960 0.0655
H 5.064 -3.802 2.202 0.3753
H 6.862 -0.546 3.115 0.2763
H 6.468 -2.335 3.163 0.3922
H 7.382 -1.635 1.702 0.3112
H 6.126 -1.320 -0.446 0.0715
H 6.044 -2.913 0.452 0.4671
H 4.460 -2.795 -1.595 0.5593
H 3.536 -3.277 -0.093 0.0457
H 2.568 -0.818 0.090 -0.5584
H 3.586 -0.379 -1.381 0.1615
H 1.601 -0.980 -2.576 0.4266
H 2.280 -2.730 -2.344 0.2076
H 0.302 -1.290 -0.245 0.1144
H 0.718 -3.145 -0.419 -0.6970
H -0.407 -2.140 -3.059 0.3291
H -0.965 -3.548 -2.018 0.3271
H -1.726 -0.485 -1.464 0.0692
H -2.758 -1.713 -2.441 0.4141
H -2.495 -3.307 -0.235 -0.0905
H -2.121 -1.743 0.738 0.2338
H -5.060 -4.193 0.889 0.2929
H -5.031 -4.354 -1.003 -0.0392
H -6.514 -3.597 -0.058 0.3061
H -6.172 -0.282 -1.241 0.3956
H -4.528 -0.289 -2.088 0.3150
H -5.710 -1.696 -2.371 0.2371
H -6.120 0.867 0.582 0.1840
H -7.034 1.825 2.864 0.3474
H -6.733 0.415 5.175 0.3160
H -5.471 -1.965 5.124 0.3033
H -4.523 -2.961 2.800 0.1452
H 5.171 0.774 3.355 0.2568
H 5.502 2.017 2.031 0.4565
H 3.327 2.562 3.140 0.4689
H 2.592 0.909 2.748 -0.3184
H 2.658 1.480 0.206 -0.1452
H 1.824 2.846 1.147 0.4430
H 4.903 3.036 0.254 -0.3455
H 3.770 4.414 0.800 0.3947
H 2.111 4.370 -1.498 0.1052
C -2.487 -5.214 -7.418 -1.1364
C -2.921 -4.008 -6.608 -0.0972
O -3.998 -4.351 -5.722 -0.3307
C -3.645 -4.950 -4.567 0.3643
O -2.512 -5.208 -4.256 -0.5041
C -4.877 -5.213 -3.705 0.8900
F -5.902 -5.736 -4.408 -0.2586
F -5.344 -4.078 -3.138 -0.2238
F -4.636 -6.072 -2.698 -0.2644
H -3.339 -5.648 -7.946 0.3029
H -1.724 -4.934 -8.147 0.3876
H -2.079 -5.996 -6.773 0.3162
H -3.300 -3.234 -7.277 0.3460
H -2.086 -3.572 -6.053 0.2129
C -3.517 2.383 1.463 -0.8461
C -3.216 3.127 0.177 -0.2623
O -3.489 4.530 0.324 -0.1861
C -2.525 5.260 0.925 0.3257
O -1.489 4.806 1.334 -0.5447
C -2.918 6.734 0.974 0.8548
F -4.196 6.917 1.369 -0.2362
F -2.803 7.324 -0.235 -0.2365
F -2.155 7.447 1.821 -0.2546
H -4.541 2.576 1.788 0.2225
H -3.386 1.308 1.326 0.1179
H -2.859 2.711 2.271 0.4301
H -3.869 2.762 -0.619 0.2373
H -2.186 2.965 -0.153 0.3690
C -5.417 5.976 -1.583 -0.7557
C -5.580 7.429 -1.983 -0.3461
O -5.927 7.539 -3.373 -0.3405
C -7.228 7.353 -3.674 0.3606
O -8.082 7.101 -2.864 -0.5042
C -7.462 7.546 -5.170 0.8715
F -6.533 6.920 -5.923 -0.2441
F -7.423 8.849 -5.519 -0.2495
F -8.656 7.077 -5.574 -0.2417
H -4.694 5.477 -2.235 0.2828
H -5.077 5.896 -0.553 0.1386
H -6.360 5.433 -1.679 0.4158
H -4.631 7.953 -1.855 0.3025
H -6.316 7.940 -1.357 0.3204
C 8.252 0.899 -0.739 -1.1396
C 8.017 1.956 0.322 0.4895
O 9.234 2.246 1.027 -0.4128
C 10.080 3.102 0.419 0.3204
O 9.875 3.612 -0.651 -0.5038
C 11.303 3.358 1.297 0.8918
F 11.807 2.222 1.823 -0.2429
F 11.011 4.165 2.339 -0.2475
F 12.310 3.946 0.627 -0.2429
H 8.703 0.006 -0.298 0.2957
H 7.312 0.621 -1.220 0.2263
H 8.941 1.258 -1.507 0.4408
H 7.307 1.580 1.061 -0.2022
H 7.587 2.867 -0.103 0.3518
```

No. 2
The following is a quantum chemistry calculation of 2 unconnected molecules or ions with the total composition C2H4NO2S in a non-equilibrium geometry, from the Open Molecules 2025 dataset.

relative energy (zero: lowest compared OMol25 entry of this formula, charge and spin): 2.6352 eV
charge: -1
highest occupied orbital energy: -0.1292 Ha

XYZ file:
```
10
Properties=species:S:1:pos:R:3:nbo_charge:R:1
C -1.291 -0.313 -1.979 0.7702
C 0.752 0.624 1.533 -0.7195
N -0.450 -1.232 -2.147 -0.4306
O -0.065 0.017 -1.342 -0.5928
O -2.353 0.229 -2.094 -0.7013
S 0.720 -1.193 1.309 -0.1634
H 1.716 1.009 1.204 0.1978
H 0.593 0.862 2.581 0.1940
H -0.033 1.048 0.912 0.2381
H 0.410 -1.052 0.023 0.2076
```

Which gap between HOMO and LUMO belongs to each record? In order, 9.096, 7.155 eV.